# 1
Formula: C24H28NO2Y
Source: the Open Molecules 2025 dataset
Level of theory: wB97M-V/def2-TZVPD

Element x y z (Å)
C1 -1.690766 1.874163 2.275307
C2 -2.181509 1.433591 1.012569
C3 -1.999466 0.027987 0.928600
H1 -2.677034 2.051904 0.266040
C4 -1.445429 -0.416775 2.169152
C5 -1.235228 0.728298 2.991052
H2 -1.268754 -1.452442 2.461115
C6 1.246254 3.407270 0.588942
C7 -0.083177 3.417590 0.078805
C8 -0.153955 2.507001 -1.011054
H3 -0.887023 4.053212 0.449245
C9 1.148334 1.943140 -1.195817
C10 2.024410 2.538031 -0.228081
H4 -2.329034 -0.615314 0.113999
H5 -0.909448 0.717187 4.031755
H6 -1.725642 2.888526 2.674740
H7 3.102769 2.364831 -0.152182
H8 -1.026153 2.288151 -1.632076
H9 1.635150 4.067689 1.361678
Y1 0.373515 1.025921 1.029008
C11 1.500879 0.734032 -2.036354
C12 2.924730 0.896744 -2.585059
C13 0.511736 0.539874 -3.190101
H10 2.983624 1.809413 -3.193508
H11 3.169178 0.029449 -3.203876
H12 3.663326 0.957453 -1.778749
H13 0.463583 1.452034 -3.799604
H14 -0.499080 0.298884 -2.834620
H15 0.860411 -0.284874 -3.823255
C14 1.383744 -0.491236 -1.050119
C15 1.854104 -1.825556 -1.621155
H16 0.306873 -0.624585 -0.764523
H17 2.042772 -0.323688 -0.151920
O1 2.610156 -1.871847 -2.584902
N1 1.429528 -2.988702 -1.040061
C16 0.518068 -3.199642 0.076825
H18 1.863037 -3.818117 -1.429461
C17 -0.939401 -3.280592 -0.339649
C18 -1.894122 -3.598596 0.631926
H19 -1.549799 -3.867454 1.635124
C19 -3.252751 -3.565176 0.317402
H20 -3.987758 -3.769931 1.096729
C20 -3.661276 -3.269557 -0.989257
H21 -4.723047 -3.237230 -1.233592
C21 -2.705998 -3.031693 -1.980374
H22 -3.002883 -2.833665 -3.010488
C22 -1.341065 -3.046655 -1.658812
H23 -0.586462 -2.887299 -2.433829
H24 0.656122 -2.406234 0.837586
H25 0.805787 -4.145372 0.565041
C23 1.382883 3.169667 4.180148
C24 1.254391 2.155090 3.133135
O2 1.903915 1.159036 2.791957
H26 0.587321 3.901946 3.955670
H27 2.360090 3.676022 4.124941
H28 1.189571 2.738096 5.173987

Atoms 1-3, force components in eV/Å:
-0.72 -0.68 0.01
-0.28 -0.24 0.65
-0.25 -0.09 0.05

Its LUMO energy is 0.41 eV. The calculation puts the molar mass at 451.4 g/mol. Its HOMO-LUMO gap is 6.4 eV. Its total charge is 0.

Mulliken atomic charge list, values in e, 8 entries: -0.131, -0.919, -0.185, 0.503, -0.253, -1.051, 0.538, -0.855

# 2
Formula: C24H29AuBN6O4SSe
Source: the Open Molecules 2025 dataset
Level of theory: wB97M-V/def2-TZVPD

Element x y z (Å)
Au1 -1.831231 1.188485 -0.908849
N1 4.173632 -0.943846 3.726932
C1 2.940003 -0.481453 3.366429
C2 2.107556 -1.244977 2.534817
C3 0.873495 -0.766127 2.147671
C4 0.443594 0.475881 2.602899
C5 1.253305 1.245538 3.435575
C6 2.493283 0.774064 3.805334
S1 -1.122800 1.087358 2.156854
O1 -1.598658 1.965299 3.172916
O2 -1.930739 -0.046111 1.749309
N2 -0.959326 1.954422 0.751906
C7 -0.554576 3.290649 0.703086
N3 0.180391 3.768525 1.698991
C8 0.529933 5.047189 1.591817
C9 0.190783 5.825920 0.498393
C10 -0.550857 5.203672 -0.489814
N4 -0.947131 3.939480 -0.389479
H1 4.420271 -1.899992 3.549533
H2 4.695247 -0.467107 4.439295
H3 2.435963 -2.223129 2.204425
H4 0.230745 -1.362598 1.514042
H5 0.896932 2.205592 3.781013
H6 3.125080 1.367528 4.454436
H7 1.116070 5.450399 2.409883
H8 0.495381 6.858088 0.416837
H9 -0.843373 5.730214 -1.390800
C11 3.140649 2.213576 -2.584884
C12 2.392174 1.473044 -1.498094
C13 3.042181 1.677688 -0.140526
O3 1.045451 2.068002 -1.393749
B1 0.231069 1.034409 -1.160443
O4 0.722430 -0.210725 -1.261236
C14 2.080351 -0.029472 -1.829094
C15 1.955094 -0.313726 -3.315399
C16 3.007726 -1.021617 -1.164958
H10 3.342696 3.232542 -2.257056
H11 2.568192 2.254303 -3.508800
H12 4.096880 1.727039 -2.784348
H13 3.044296 2.743303 0.088256
H14 4.072648 1.321832 -0.143299
H15 2.493171 1.161365 0.649352
H16 1.246393 0.363957 -3.793130
H17 1.601270 -1.334944 -3.451944
H18 2.919097 -0.214456 -3.813046
H19 2.979502 -0.932547 -0.082655
H20 4.031690 -0.854193 -1.504426
H21 2.720779 -2.035006 -1.445128
C17 -4.533109 -2.501269 -3.331233
N5 -4.158717 -2.372577 -1.931630
C18 -3.865321 -1.243893 -1.273434
Se1 -3.898650 0.505173 -1.997896
N6 -3.578751 -1.547723 -0.004448
C19 -3.640202 -2.922864 0.169077
C20 -3.401839 -3.730246 1.273337
C21 -3.575688 -5.087483 1.088659
C22 -3.974121 -5.620536 -0.147308
C23 -4.208573 -4.814471 -1.244146
C24 -4.027895 -3.450185 -1.055148
H22 -4.641561 -1.511174 -3.761975
H23 -5.478161 -3.035721 -3.404730
H24 -3.758612 -3.048148 -3.866657
H25 -3.138391 -0.896155 0.644253
H26 -3.097092 -3.313819 2.223294
H27 -3.404927 -5.759364 1.918316
H28 -4.100265 -6.690134 -0.241721
H29 -4.514868 -5.226756 -2.195478

Atoms 1-3, force components in eV/Å:
-0.71 0.43 0.39
0.04 0.05 -0.09
0.00 -0.02 0.03

Its LUMO energy is -3.81 eV. The energy relative to the best compared isomer or geometry (same formula, charge and spin) comes out at 2.285 eV. The calculation puts the molar mass at 784.3 g/mol. Its HOMO-LUMO gap is 6.8 eV. Its total charge is +1.

Mulliken atomic charge list, values in e, 8 entries: 0.205, -0.497, 1.106, -0.887, -0.083, -0.434, -0.270, -0.898

# 3
Formula: C24H29BrN2O2S
Source: the Open Molecules 2025 dataset
Level of theory: wB97M-V/def2-TZVPD

Element x y z (Å)
C1 -5.196321 3.514920 0.717360
O1 -4.998751 2.910758 2.017015
C2 -4.033409 1.960417 2.113620
C3 -3.952845 1.242615 3.335563
C4 -3.009072 0.251412 3.479076
C5 -2.127690 -0.081722 2.421118
C6 -1.120211 -1.115764 2.587882
C7 -0.941182 -2.213589 1.788764
C8 0.250557 -3.096388 2.011720
N1 1.549477 -2.646650 1.283025
C9 1.967771 -3.690490 0.233458
C10 3.268101 -3.278531 -0.408923
N2 3.751077 -1.983396 0.142311
C11 2.728116 -0.934078 -0.086477
C12 1.420342 -1.291282 0.587363
C13 3.973051 -2.128861 1.606483
C14 2.703242 -2.554055 2.301595
C15 -2.006366 -2.607470 0.780900
C16 -1.606889 -3.517005 -0.358999
O2 -3.170465 -2.218050 0.862469
C17 -2.218781 0.642486 1.213704
C18 -3.139649 1.659908 1.053882
H1 -6.057308 4.170493 0.847107
H2 -4.315089 4.097489 0.415448
H3 -5.407251 2.749475 -0.042729
H4 -4.651972 1.494757 4.133160
H5 -2.944363 -0.329448 4.401667
H6 -0.429004 -0.985388 3.430858
H7 0.513771 -3.116540 3.083593
H8 0.076273 -4.147538 1.734548
H9 2.056078 -4.646672 0.763152
H10 1.158681 -3.740639 -0.503746
H11 4.042443 -4.032167 -0.217576
H12 3.132894 -3.150421 -1.490719
H13 3.114182 0.008214 0.326544
H14 2.579978 -0.829638 -1.169847
H15 0.608228 -1.385416 -0.146435
H16 1.154834 -0.557115 1.359779
H17 4.750980 -2.889605 1.747065
H18 4.311771 -1.158845 1.993356
H19 2.394729 -1.819266 3.054411
H20 2.801048 -3.554639 2.740947
H21 -0.923429 -4.319245 -0.066083
H22 -2.512002 -3.976619 -0.767531
H23 -1.136173 -2.929512 -1.161182
H24 -1.546331 0.396707 0.388406
H25 -3.189497 2.208073 0.107887
Br1 1.764337 7.285926 4.380171
C19 1.849439 5.404429 4.175813
C20 1.064516 4.568663 4.994743
C21 1.116930 3.186991 4.839953
C22 1.950985 2.588960 3.846939
S1 1.982436 0.927757 3.642832
C23 2.753213 3.455101 3.044315
C24 2.694603 4.836724 3.202305
H26 0.414613 5.006893 5.747508
H27 0.519130 2.532262 5.469269
H28 3.406005 3.007083 2.299044
H29 3.300677 5.482356 2.572080

Atoms 1-3, force components in eV/Å:
0.13 -0.24 0.61
0.09 0.08 -0.61
0.54 -0.52 -0.20

Its LUMO energy is -0.56 eV. The energy relative to the best compared isomer or geometry (same formula, charge and spin) comes out at 5.442 eV. The calculation puts the molar mass at 489.5 g/mol. Its HOMO-LUMO gap is 5.2 eV. Its total charge is 0.

Mulliken atomic charge list, values in e, 8 entries: -0.826, -0.459, 0.919, -0.808, -0.425, 0.026, -0.585, 0.800

# 4
Formula: C24H29Cl5F5N4O3S
Source: the Open Molecules 2025 dataset
Level of theory: wB97M-V/def2-TZVPD

Element x y z (Å)
N1 -0.705805 -6.485897 1.836286
C1 -1.385910 -5.622178 2.560282
N2 -0.823171 -5.235622 3.888069
N3 -2.683917 -5.024577 2.165317
C2 -2.356939 -3.975931 1.106587
C3 -2.049995 -2.593034 1.864550
C4 -1.385344 -1.439873 0.926109
C5 -0.973183 -1.938990 -0.537525
C6 -0.129857 -0.895765 -1.405103
C7 1.347609 -0.627995 -0.906361
C8 1.923568 -1.311547 0.410656
C9 2.096191 -0.325562 1.673813
C10 1.723871 1.201430 1.410676
C11 2.823775 2.317619 1.226868
C12 2.514917 3.810021 0.964178
C13 1.042128 4.329915 0.890265
C14 -0.074848 3.274714 1.108953
C15 0.247770 1.753895 1.353591
C16 2.250983 0.319151 -1.725894
C17 3.762847 0.711213 -1.488200
F1 4.393972 0.204744 -0.340940
F2 3.865131 2.143816 -1.629239
C18 4.608018 0.124421 -2.762502
F3 4.748199 1.059964 -3.805088
F4 5.890461 -0.364751 -2.368282
F5 3.906118 -1.002886 -3.296149
C19 1.577718 0.990023 -2.987001
C20 0.109903 0.697145 -3.367557
Cl1 -0.512994 1.606897 -4.831689
N4 -0.676579 -0.236023 -2.594635
C21 -2.099298 -0.551335 -3.005320
C22 -3.077655 0.279586 -2.031891
C23 -4.641559 -0.006180 -2.256192
S1 -5.526245 0.817725 -0.810663
O1 -6.789469 1.502179 -1.229308
O2 -4.552705 1.871580 -0.297951
O3 -5.709433 -0.313623 0.406578
H1 0.142516 -6.692433 2.392159
H2 -1.468025 -4.546435 4.323811
H3 0.026782 -4.686299 3.672709
H4 -3.111707 -4.530525 2.961010
H5 -1.485862 -4.408694 0.514196
H6 -3.315230 -3.826577 0.487755
H7 -2.987813 -2.163442 2.391068
H8 -1.316116 -2.844126 2.720314
H9 -2.161005 -0.578044 0.912497
H10 -0.504467 -1.018518 1.546870
H11 -1.911147 -2.343429 -1.041688
H12 -0.281214 -2.856056 -0.388371
H13 1.340031 -2.226754 0.776096
H14 2.972516 -1.717425 0.132757
H15 1.410985 -0.692480 2.525166
H16 3.172441 -0.359796 2.095051
H17 3.938854 2.029025 1.285483
H18 3.352064 4.566571 0.805403
H19 0.737784 5.406840 0.689440
H20 -1.182660 3.595756 1.098315
H21 -0.655498 1.081413 1.505859
H22 2.198765 1.716425 -3.632770
H23 -2.284690 -1.693330 -2.978977
H24 -2.337416 -0.230982 -4.072628
H25 -2.911869 1.397752 -2.284121
H26 -2.722805 0.151831 -0.955713
H27 -4.884467 -1.119687 -2.342036
H28 -4.935587 0.542054 -3.231425
H29 -4.901897 -0.217731 0.979154
C24 4.677458 7.440750 1.399754
Cl2 5.352897 6.004673 0.595478
Cl3 5.859727 8.078385 2.560871
Cl4 4.312004 8.682244 0.183495
Cl5 3.186404 6.994786 2.257755

Atoms 1-3, force components in eV/Å:
-1.77 2.62 1.61
1.13 -1.44 0.30
-1.24 1.22 -1.47

Its LUMO energy is -5.07 eV. The calculation puts the molar mass at 725.8 g/mol. Its HOMO-LUMO gap is 6.3 eV. Its total charge is +1.

Mulliken atomic charge list, values in e, 8 entries: -0.671, 0.559, -0.686, -0.393, -0.518, -0.844, 1.293, -1.135